[1]
71
Properties=species:S:1:pos:R:3 method="wB97M-V/def2-TZVPD" multiplicity=5 homo_energy_ev="-11.82 / -13.34" lumo_energy_ev="-5.598 / -7.645" charge=+2
Rh 0.350 0.042 0.360
N 2.619 -3.935 -0.260
C 2.290 -2.649 -0.302
N 1.097 -2.196 -0.017
C 0.137 -3.093 0.359
N -1.091 -2.640 0.664
N -1.199 -1.355 0.595
C -2.527 -0.880 0.797
C -2.748 0.408 0.362
C -4.028 1.015 0.365
C -4.174 2.270 -0.171
C -3.056 2.910 -0.702
C -1.818 2.278 -0.640
N -1.642 1.074 -0.117
C 0.404 -4.501 0.411
C -0.553 -5.468 0.765
C -0.205 -6.794 0.779
C 1.099 -7.195 0.445
C 2.056 -6.270 0.099
C 1.697 -4.925 0.085
H 3.562 -4.204 -0.504
H 3.066 -1.953 -0.599
H -3.264 -1.549 1.213
H -4.872 0.468 0.762
H -5.143 2.749 -0.193
H -3.128 3.892 -1.146
H -0.932 2.768 -1.016
H -1.554 -5.149 1.020
H -0.939 -7.542 1.047
H 1.356 -8.246 0.459
H 3.062 -6.576 -0.160
C 0.022 -0.130 4.617
C 1.349 -0.028 5.003
C 2.341 0.089 4.041
C 2.004 0.094 2.690
C 0.659 -0.024 2.318
C -0.332 -0.133 3.268
C 2.964 0.318 1.612
C 4.363 0.444 1.790
C 5.152 0.670 0.705
C 4.578 0.791 -0.587
C 5.348 1.059 -1.742
C 4.740 1.196 -2.960
C 3.339 1.066 -3.066
C 2.571 0.803 -1.963
C 3.183 0.662 -0.702
N 2.416 0.422 0.409
H -0.753 -0.209 5.368
H 1.612 -0.027 6.051
H 3.371 0.194 4.352
H -1.376 -0.202 2.992
H 4.788 0.355 2.778
H 6.225 0.767 0.816
H 6.422 1.161 -1.645
H 5.328 1.402 -3.843
H 2.867 1.178 -4.034
H 1.493 0.721 -2.061
C 3.367 4.212 -0.469
As 1.600 4.550 0.198
C 0.582 5.118 -1.325
C 1.733 6.073 1.351
S 0.765 2.917 1.224
H 3.819 5.133 -0.835
H 3.299 3.489 -1.280
H 3.961 3.801 0.345
H 1.048 5.993 -1.776
H -0.426 5.367 -0.999
H 0.548 4.307 -2.052
H 2.152 6.915 0.804
H 2.371 5.812 2.193
H 0.736 6.315 1.714



[2]
68
Properties=species:S:1:pos:R:3 method="wB97M-V/def2-TZVPD" multiplicity=3 homo_energy_ev="-2.98 / -4.60" lumo_energy_ev="2.798 / 2.493" charge=-1
Au -0.111 0.224 0.067
O -4.357 1.091 0.919
S -3.152 0.575 0.305
O -2.655 1.336 -0.819
N -1.931 0.301 1.320
C -1.893 0.557 2.644
C -2.997 0.808 3.458
C -2.854 1.085 4.814
C -1.620 1.109 5.420
C -0.471 0.845 4.657
C 0.833 0.831 5.201
C 1.906 0.544 4.397
C 1.676 0.312 3.036
N 0.481 0.337 2.500
C -0.595 0.574 3.265
C -3.579 -1.058 -0.334
C -3.589 -1.276 -1.698
C -3.982 -2.510 -2.190
C -4.360 -3.514 -1.313
C -4.346 -3.288 0.054
C -3.959 -2.052 0.546
H -3.977 0.813 3.011
H -3.743 1.286 5.400
H -1.514 1.323 6.475
H 0.962 1.052 6.254
H 2.912 0.501 4.795
H 2.493 0.108 2.356
H -3.281 -0.473 -2.348
H -3.990 -2.691 -3.255
H -4.664 -4.477 -1.697
H -4.637 -4.076 0.734
H -3.948 -1.843 1.605
C 0.445 -1.991 -0.086
C 0.720 -2.371 -1.435
C 2.023 -2.324 -1.966
C 2.275 -2.656 -3.279
C 1.241 -3.030 -4.125
C -0.056 -3.066 -3.628
C -0.311 -2.756 -2.312
H 1.291 -2.013 0.586
H -0.453 -2.409 0.349
H 2.834 -2.015 -1.323
H 3.288 -2.615 -3.661
H 1.439 -3.285 -5.158
H -0.871 -3.344 -4.284
H -1.321 -2.796 -1.930
C 1.320 2.652 -3.306
C 1.161 2.305 -1.838
C 0.205 3.271 -1.169
C 1.181 0.891 -1.399
C 2.401 1.802 -1.048
C 3.640 1.507 -1.758
C 4.854 1.509 -1.139
C 4.983 1.853 0.211
C 3.830 2.205 0.923
C 2.599 2.200 0.340
H 0.330 2.748 -3.753
H 1.867 1.892 -3.856
H 1.835 3.606 -3.424
H -0.747 3.246 -1.700
H 0.597 4.290 -1.193
H -0.004 2.985 -0.143
H 1.439 0.180 -2.180
H 3.574 1.205 -2.793
H 5.737 1.220 -1.700
H 5.950 1.841 0.694
H 3.920 2.474 1.969
H 1.730 2.432 0.933



[3]
72
Properties=species:S:1:pos:R:3 method="wB97M-V/def2-TZVPD" multiplicity=6 homo_energy_ev="-6.68 / -6.76" lumo_energy_ev="-0.229 / -0.268" e_above_lowest_kcal_mol=7.7
Mn -1.229 0.155 2.696
C 1.388 -1.434 1.118
C 0.668 -2.160 -0.049
C -0.609 -1.439 -0.528
Sb -0.405 -0.035 -2.123
C -0.515 -1.427 -3.740
C -0.468 -2.802 -3.537
C -0.615 -3.689 -4.577
C -0.830 -3.226 -5.863
C -0.848 -1.852 -6.105
C -0.679 -0.959 -5.057
C -2.483 0.562 -2.239
C -2.803 1.919 -2.075
C -4.126 2.327 -2.157
C -5.124 1.401 -2.364
C -4.805 0.055 -2.521
C -3.488 -0.350 -2.475
Sb 2.120 0.503 0.503
C 3.565 1.027 2.034
C 3.768 2.393 2.205
C 4.531 2.868 3.247
C 5.074 1.982 4.162
C 4.877 0.601 4.000
C 4.155 0.126 2.915
C 3.497 -0.362 -0.908
C 4.271 -1.459 -0.531
C 5.136 -2.069 -1.421
C 5.202 -1.606 -2.724
C 4.488 -0.489 -3.098
C 3.637 0.118 -2.184
H 2.179 -2.047 1.524
H 0.650 -1.268 1.953
H 0.368 -3.164 0.283
H 1.344 -2.350 -0.868
H -1.034 -0.915 0.305
H -1.349 -2.158 -0.832
H -0.340 -3.205 -2.553
H -0.565 -4.751 -4.380
H -0.939 -3.926 -6.667
H -0.975 -1.475 -7.116
H -0.697 0.121 -5.227
H -1.992 2.632 -1.936
H -4.348 3.393 -2.064
H -6.168 1.711 -2.455
H -5.570 -0.646 -2.754
H -3.249 -1.397 -2.678
H 3.342 3.070 1.497
H 4.711 3.924 3.387
H 5.666 2.321 5.002
H 5.335 -0.086 4.689
H 4.012 -0.948 2.831
H 4.189 -1.851 0.486
H 5.704 -2.939 -1.108
H 5.809 -2.122 -3.453
H 4.541 -0.113 -4.105
H 3.002 0.925 -2.541
Se -2.197 -1.806 3.802
Se -0.110 -2.534 4.595
Te 1.272 -0.524 5.335
Se 0.757 1.335 3.648
O -6.142 3.373 4.633
C -5.003 2.892 4.120
C -3.745 3.202 4.615
C -2.656 2.623 4.039
N -2.744 1.792 2.978
C -3.966 1.527 2.509
Br -3.982 0.304 1.045
C -5.131 2.039 3.008
H -5.952 3.907 5.419
H -3.609 3.851 5.453
H -1.652 2.773 4.386
H -6.116 1.830 2.588



[4]
84
Properties=species:S:1:pos:R:3 method="wB97M-V/def2-TZVPD" multiplicity=1 homo_energy_ev=-5.22 lumo_energy_ev=0.265 e_above_lowest_kcal_mol=36.7 charge=-1
Ca -0.048 0.280 0.276
N 1.270 2.440 -0.193
C 2.394 2.838 0.685
C 2.448 1.979 1.927
N 2.583 0.533 1.676
C 2.244 -0.165 2.943
C 2.060 -1.640 2.648
N 1.072 -1.745 1.530
C 3.991 0.293 1.194
C 3.966 0.141 -0.335
N 3.559 -1.188 -0.714
H 1.573 2.339 -1.171
H 0.501 3.132 -0.126
H 2.280 3.922 1.008
H 3.283 2.866 0.032
H 1.480 2.103 2.426
H 3.212 2.277 2.681
H 1.269 0.238 3.347
H 2.937 -0.021 3.784
H 1.645 -2.089 3.536
H 2.986 -2.208 2.407
H 0.167 -2.120 1.809
H 1.330 -2.234 0.670
H 4.515 -0.565 1.636
H 4.579 1.190 1.358
H 4.952 0.453 -0.750
H 3.276 0.843 -0.784
H 4.274 -1.869 -0.448
H 3.320 -1.261 -1.703
Cl -1.685 3.415 1.254
C -1.952 3.473 -0.435
C -1.618 2.412 -1.229
C -1.816 2.452 -2.629
Cl -1.648 1.007 -3.560
C -2.191 3.677 -3.219
Cl -2.487 3.754 -4.894
C -2.508 4.794 -2.405
Cl -3.042 6.237 -3.150
C -2.467 4.662 -1.016
Cl -3.171 5.928 -0.095
O -1.757 -0.171 1.490
C -2.804 -0.671 2.238
C -3.599 -1.606 1.337
C -3.344 -2.093 0.069
C -4.445 -2.811 -0.528
C -5.517 -2.804 0.312
S -5.160 -2.096 1.872
C -2.268 -1.398 3.469
C -2.418 -2.720 3.828
C -1.763 -2.998 5.075
C -1.122 -1.946 5.610
S -1.386 -0.505 4.657
C -3.719 0.455 2.727
C -4.368 1.255 1.820
C -5.202 2.227 2.445
C -5.011 2.266 3.801
S -3.872 1.015 4.324
H -2.383 -1.910 -0.438
H -4.445 -3.268 -1.527
H -6.489 -3.292 0.212
H -2.950 -3.475 3.235
H -1.860 -4.032 5.528
H -0.547 -1.894 6.558
H -4.237 1.111 0.741
H -5.930 2.844 1.918
H -5.443 2.979 4.515
O 0.939 -3.391 -1.473
C 0.747 -2.234 -1.922
O 0.043 -1.323 -1.287
C 1.402 -1.912 -3.249
C 1.691 -0.562 -3.466
C 2.633 -0.219 -4.439
C 3.296 -1.112 -5.299
C 3.001 -2.458 -5.116
C 2.045 -2.865 -4.128
N 3.641 -3.399 -6.035
O 3.343 -4.623 -5.941
O 4.427 -2.967 -6.887
N 2.963 1.135 -4.405
O 3.793 1.562 -5.218
O 2.500 1.806 -3.397
H 1.267 0.252 -2.847
H 3.993 -0.786 -6.037
H 1.784 -3.936 -4.111



[5]
73
Properties=species:S:1:pos:R:3 method="wB97M-V/def2-TZVPD" multiplicity=5 homo_energy_ev="-4.01 / -5.48" lumo_energy_ev="2.629 / 2.380" e_above_lowest_kcal_mol=3.1 charge=-1
Co -0.291 0.152 -1.278
O 2.912 0.212 1.183
C 2.091 0.242 0.273
O 0.839 0.394 0.381
C 2.580 0.110 -1.168
C 3.930 0.029 -1.477
C 4.316 -0.014 -2.803
C 3.325 0.035 -3.780
C 2.004 0.099 -3.388
N 1.624 0.122 -2.110
H 4.632 -0.003 -0.656
H 5.360 -0.076 -3.079
H 3.580 0.008 -4.830
H 1.210 0.129 -4.123
C -0.503 2.022 3.620
S -0.769 2.351 1.851
C -2.320 3.308 1.996
H -1.304 1.396 4.008
H -0.455 2.962 4.163
H 0.442 1.496 3.694
H -2.095 4.340 2.253
H -2.955 2.862 2.757
H -2.806 3.265 1.029
C -5.152 -2.303 3.528
C -4.224 -3.242 3.102
C -3.035 -2.835 2.532
C -2.756 -1.479 2.354
C -3.712 -0.544 2.755
C -4.893 -0.953 3.347
C -1.444 -1.043 1.888
C -0.401 -1.802 1.743
C 0.738 -2.531 1.695
C 1.294 -3.064 2.894
C 2.413 -3.854 2.847
C 3.054 -4.110 1.639
C 2.558 -3.551 0.462
C 1.414 -2.798 0.472
H -6.069 -2.623 4.001
H -4.424 -4.297 3.228
H -2.296 -3.562 2.224
H -3.518 0.511 2.614
H -5.612 -0.217 3.681
H -1.320 0.028 1.705
H 0.796 -2.852 3.830
H 2.806 -4.279 3.762
H 3.937 -4.729 1.613
H 3.090 -3.710 -0.469
H 1.019 -2.346 -0.426
F -2.786 0.858 -3.513
C -2.118 1.962 -3.108
C -1.073 1.837 -2.192
C -0.464 3.060 -1.898
F 0.590 3.079 -1.055
C -0.852 4.288 -2.422
F -0.226 5.428 -2.061
C -1.905 4.344 -3.321
F -2.303 5.524 -3.845
C -2.536 3.162 -3.674
F -3.562 3.194 -4.555
C -0.918 -2.458 -3.481
C -1.672 -2.432 -2.134
C -1.398 -3.741 -1.354
C -3.189 -2.333 -2.411
O -1.286 -1.357 -1.373
H -1.177 -3.348 -4.051
H 0.155 -2.441 -3.299
H -1.187 -1.577 -4.060
H -1.910 -4.585 -1.813
H -1.758 -3.624 -0.335
H -0.333 -3.953 -1.319
H -3.519 -3.138 -3.064
H -3.399 -1.381 -2.888
H -3.733 -2.380 -1.470



[6]
74
Properties=species:S:1:pos:R:3 method="wB97M-V/def2-TZVPD" multiplicity=2 homo_energy_ev="-13.77 / -13.84" lumo_energy_ev="-6.766 / -8.193" e_above_lowest_kcal_mol=63.4 charge=+2
Ir 0.220 0.212 -0.688
O -2.821 5.583 -0.845
C -2.097 4.645 -0.862
C -1.834 3.704 -2.076
O -2.247 3.810 -3.187
C -0.972 2.599 -1.518
C -0.730 2.784 -0.159
O -0.130 1.870 0.497
C -1.309 4.070 0.351
O -1.200 4.523 1.449
O -0.540 1.543 -2.091
N -1.102 -2.452 -0.373
P -1.188 -1.039 0.573
C -2.901 -0.534 0.648
C -3.827 -1.253 1.413
C -5.152 -0.855 1.441
C -5.563 0.255 0.710
C -4.658 0.956 -0.071
C -3.329 0.560 -0.101
C -0.754 -1.651 2.192
C 0.133 -2.719 2.339
C 0.390 -3.229 3.602
C -0.222 -2.670 4.717
C -1.068 -1.577 4.579
C -1.329 -1.059 3.320
C -0.915 -2.304 -1.721
C -1.233 -3.273 -2.666
C -1.042 -2.984 -3.997
C -0.563 -1.728 -4.376
C -0.250 -0.821 -3.402
N -0.399 -1.108 -2.080
H -1.469 -3.329 -0.031
H -3.518 -2.119 1.987
H -5.868 -1.410 2.031
H -6.598 0.567 0.746
H -4.989 1.801 -0.660
H -2.623 1.085 -0.727
H 0.615 -3.156 1.474
H 1.061 -4.070 3.716
H -0.041 -3.090 5.698
H -1.536 -1.137 5.450
H -2.008 -0.222 3.214
H -1.651 -4.217 -2.346
H -1.279 -3.726 -4.747
H -0.437 -1.460 -5.414
H 0.123 0.162 -3.635
O 1.512 -0.065 0.957
S 2.127 1.170 1.739
C 3.537 0.374 2.550
C 3.327 0.530 4.056
C 1.823 0.387 4.267
C 1.201 1.354 3.267
H 4.454 0.819 2.167
H 3.473 -0.669 2.235
H 3.664 1.514 4.389
H 3.903 -0.218 4.597
H 1.520 0.631 5.284
H 1.506 -0.635 4.053
H 1.361 2.395 3.560
H 0.147 1.220 3.041
N 2.361 -0.116 -1.585
C 2.848 0.397 -2.852
C 3.434 1.651 -2.886
C 3.919 2.145 -4.088
C 3.822 1.385 -5.245
C 3.233 0.131 -5.199
C 2.743 -0.369 -3.999
H 2.883 0.272 -0.810
H 2.435 -1.126 -1.552
H 3.521 2.240 -1.979
H 4.385 3.120 -4.116
H 4.223 1.761 -6.176
H 3.172 -0.472 -6.095
H 2.317 -1.363 -3.957